w) C4H11O3 | wB97M-V/def2-TZVPD

```
18
Properties=species:S:1:pos:R:3
C -2.822 -0.418 1.758
O -2.703 0.711 2.441
C -1.445 -0.806 1.117
C -0.716 0.128 0.302
C 0.790 0.059 0.191
O 3.026 1.346 -1.459
H -3.065 -1.300 2.434
H -3.553 -0.511 0.907
H -1.013 -1.793 1.037
H -0.913 0.163 1.600
H -1.242 0.909 -0.255
H 1.011 -0.743 -0.522
H 1.336 0.902 -0.212
H 1.343 -0.155 1.095
H 3.341 2.228 -1.666
H 1.582 -0.454 -3.430
H 2.628 0.286 -2.368
O 2.413 -0.553 -2.971
```

Its HOMO energy is -4.2501 eV. Its total charge is -1. Its orbital gap is 6.474 eV. The value obtained for the LUMO energy is 2.2240 eV.

x) C4H11O3 | wB97M-V/def2-TZVPD

```
18
Properties=species:S:1:pos:R:3
C 0.734 -1.032 -1.390
O 1.289 -2.191 -1.026
C -0.658 -0.443 -0.864
C -0.980 1.005 -0.546
C -0.125 1.514 0.598
O -0.711 1.771 1.853
H 0.656 -1.167 -2.506
H 1.521 -0.218 -1.139
H -0.974 -1.061 0.013
H -1.333 -0.688 -1.752
H -2.051 1.186 -0.298
H -0.783 1.484 -1.534
H 0.668 0.865 0.886
H 0.267 2.572 0.239
H -1.690 2.004 1.877
H 1.896 -2.468 1.687
H 0.755 -1.452 1.677
O 1.519 -1.682 2.226
```

Its HOMO energy is -2.3933 eV. Its total charge is -1. Its orbital gap is 5.832 eV. The value obtained for the LUMO energy is 3.4385 eV.

Stability, lowest: w)

w) C15H18O2 | wB97M-V/def2-TZVPD

```
35
Properties=species:S:1:pos:R:3
C -0.550 -1.620 -1.852
C -0.335 -0.967 -3.187
C 0.770 -1.749 -1.052
C 1.664 -2.745 -1.515
C 1.008 -0.869 -0.035
C 2.883 -2.867 -0.901
C 2.295 -1.002 0.590
C 3.132 -2.038 0.235
O 4.280 -2.253 0.947
H -1.185 -0.960 -1.257
H -1.035 -2.598 -1.932
H -0.192 -1.660 -4.044
H 1.395 -3.197 -2.440
H 0.267 -0.189 0.431
H 3.813 -3.270 -1.222
H 2.533 -0.420 1.462
H 4.615 -1.393 1.249
H 0.538 -0.282 -3.103
H -1.136 -0.280 -3.429
C -0.019 3.154 -0.255
C -1.784 1.428 0.292
C -1.005 2.467 0.705
C -2.606 0.636 1.070
C -1.077 2.743 2.076
C -2.715 0.966 2.419
C -1.925 2.041 2.905
O -3.479 0.213 3.302
H -1.845 1.312 -0.821
H -3.206 -0.135 0.586
H -0.412 4.189 -0.307
H -0.003 2.577 -1.178
H -0.591 3.662 2.430
H -2.193 2.345 3.905
H -2.865 -0.373 3.764
H 0.967 3.134 0.161
```

Its HOMO energy is -8.3924 eV. Its total charge is 0. Its orbital gap is 9.077 eV. The value obtained for the LUMO energy is 0.6844 eV.

x) C15H18O2 | wB97M-V/def2-TZVPD

```
35
Properties=species:S:1:pos:R:3
C -1.727 -1.934 -2.469
C 1.672 -1.256 -0.875
C 2.103 -0.240 -1.700
C 0.398 -1.751 -1.075
C -0.440 -1.289 -2.065
C 1.237 0.319 -2.635
C -0.034 -0.199 -2.836
O 3.368 0.288 -1.763
H 2.291 -1.608 -0.062
H 0.022 -2.548 -0.440
H 1.549 1.072 -3.351
H 3.838 0.206 -0.922
H -2.005 -2.803 -1.882
H -1.704 -2.280 -3.515
H -0.695 0.228 -3.582
H -2.606 -1.297 -2.622
C -1.471 -1.062 3.211
C -0.932 -2.459 2.820
C -1.010 0.025 2.282
C -0.149 0.995 2.778
C -1.682 0.267 1.095
C 0.267 2.057 1.986
C -1.354 1.387 0.328
C -0.308 2.184 0.724
O 0.075 3.199 -0.107
H -2.550 -1.156 3.337
H -1.043 -0.912 4.183
H 0.138 -2.366 2.824
H 0.330 0.915 3.748
H -2.497 -0.326 0.738
H 1.046 2.739 2.282
H -2.020 1.726 -0.458
H 0.720 3.779 0.329
H -1.188 -2.622 1.782
H -1.157 -3.273 3.499
```

Its HOMO energy is -8.2125 eV. Its total charge is 0. Its orbital gap is 8.902 eV. The value obtained for the LUMO energy is 0.6895 eV.

Stability, lowest: w)

w) C4H13NOS | wB97M-V/def2-TZVPD

```
20
Properties=species:S:1:pos:R:3
C -1.977 -0.268 -1.411
C -1.112 0.147 -0.149
C -0.544 -1.095 0.702
C 1.074 -0.957 0.895
S 2.029 -1.296 -0.645
N -1.987 1.018 0.598
H -2.832 -0.833 -1.136
H -1.270 -0.982 -1.917
H -1.985 0.498 -2.190
H -0.283 0.645 -0.634
H -0.914 -1.070 1.753
H -0.635 -1.909 0.004
H 1.339 -0.001 1.268
H 1.507 -1.734 1.574
H 0.974 -1.614 -1.355
H -1.339 1.644 1.187
H -2.630 1.478 0.022
H 3.815 2.841 0.354
H 3.343 1.395 0.218
O 3.427 2.093 0.863
```

Its HOMO energy (spin up / spin down) is -14.3984 / -13.0146 eV. Its spin multiplicity is 2. Its total charge is +1. Its orbital gap (spin up / spin down) is 11.429 / 3.924 eV. The value obtained for the LUMO energy (spin up / spin down) is -2.9692 / -9.0903 eV.

x) C4H13NOS | wB97M-V/def2-TZVPD

```
20
Properties=species:S:1:pos:R:3
C -2.045 -0.023 -1.307
C -0.918 0.216 -0.281
C -0.436 -1.171 0.188
C 1.022 -1.163 0.659
S 2.230 -1.060 -0.659
N -1.528 0.887 0.827
H -2.823 -0.643 -0.868
H -1.623 -0.327 -2.235
H -2.577 0.926 -1.414
H -0.192 0.860 -0.808
H -1.007 -1.367 1.094
H -0.479 -1.803 -0.696
H 1.186 -0.241 1.228
H 1.297 -1.970 1.340
H 1.887 -2.125 -1.411
H -0.983 0.940 1.686
H -1.795 1.854 0.664
H 3.100 2.824 0.787
H 2.920 1.439 0.204
O 2.761 1.949 1.003
```

Its HOMO energy (spin up / spin down) is -14.0998 / -12.9921 eV. Its spin multiplicity is 2. Its total charge is +1. Its orbital gap (spin up / spin down) is 11.200 / 4.001 eV. The value obtained for the LUMO energy (spin up / spin down) is -2.8999 / -8.9916 eV.

Stability, lowest: w)

w) C2H6NO2P | wB97M-V/def2-TZVPD

```
12
Properties=species:S:1:pos:R:3
C 1.639 1.552 0.280
C -1.315 -1.772 -0.116
N 0.005 -0.671 -0.191
O 0.901 -1.087 0.996
O 3.054 -0.739 -0.575
P 1.781 -0.186 -0.082
H 1.670 1.717 1.283
H 2.557 2.054 -0.008
H 0.587 1.863 -0.196
H -1.515 -1.877 0.923
H -1.960 -1.186 -0.742
H -0.878 -2.639 -0.587
```

Its HOMO energy is -8.3727 eV. Its total charge is 0. Its orbital gap is 8.875 eV. The value obtained for the LUMO energy is 0.5024 eV.

x) C2H6NO2P | wB97M-V/def2-TZVPD

```
12
Properties=species:S:1:pos:R:3
C 1.052 0.782 0.523
C -2.089 -0.902 -0.415
N 0.684 1.818 -0.184
O -1.643 0.141 -0.822
O 0.778 -1.710 0.647
P 1.140 -0.696 -0.569
H -2.385 -1.297 0.560
H -2.297 -1.558 -1.301
H 0.344 1.932 -1.102
H 0.839 2.666 0.336
H 1.061 -1.408 1.507
H 2.647 -0.633 -0.397
```

Its HOMO energy is -7.9614 eV. Its total charge is 0. Its orbital gap is 8.684 eV. The value obtained for the LUMO energy is 0.7230 eV.

Stability, lowest: x)

w) C35H50AlN7P | wB97M-V/def2-TZVPD

```
94
Properties=species:S:1:pos:R:3
Al -13.691 -6.661 11.753
C -15.546 -1.342 12.229
C -15.118 -1.962 11.058
C -14.951 -3.361 11.079
C -15.175 -4.108 12.245
C -15.423 -3.438 13.454
C -15.725 -2.095 13.408
N -15.229 -5.547 12.137
C -16.413 -6.190 12.412
C -17.583 -5.596 12.854
C -18.730 -6.358 13.026
C -18.797 -7.711 12.547
C -17.648 -8.283 12.006
C -16.435 -7.580 12.037
N -15.263 -7.996 11.596
N -15.158 -9.104 10.877
C -14.108 -8.921 10.062
C -13.669 -9.956 9.173
C -12.754 -9.636 8.227
C -12.258 -8.269 8.153
C -12.618 -7.374 9.101
N -13.391 -7.758 10.179
H -15.767 -0.297 12.296
H -14.926 -1.428 10.095
H -14.667 -3.924 10.201
H -15.526 -4.025 14.399
H -16.133 -1.602 14.297
H -17.634 -4.498 13.042
H -19.668 -5.959 13.396
H -19.756 -8.237 12.561
H -17.683 -9.320 11.754
H -14.196 -10.905 9.249
H -12.394 -10.390 7.528
H -11.597 -7.994 7.322
H -12.269 -6.330 9.120
C -11.684 -2.630 13.415
C -11.049 -3.985 13.772
C -9.778 -3.702 14.618
C -12.054 -4.679 14.735
P -10.872 -5.011 12.123
N -12.261 -5.498 11.637
C -10.090 -3.943 10.731
C -9.624 -4.816 9.560
C -11.177 -3.044 10.188
C -8.913 -3.074 11.152
C -9.643 -6.412 12.508
C -8.141 -6.102 12.337
C -9.853 -6.974 13.932
C -10.037 -7.587 11.556
H -11.987 -2.031 14.301
H -12.517 -2.713 12.739
H -10.971 -1.980 12.888
H -9.969 -2.916 15.354
H -8.964 -3.443 13.953
H -9.476 -4.605 15.167
H -12.631 -3.888 15.215
H -11.501 -5.180 15.519
H -12.762 -5.367 14.294
H -10.453 -5.526 9.307
H -8.701 -5.388 9.774
H -9.427 -4.227 8.655
H -11.943 -3.551 9.630
H -10.770 -2.258 9.534
H -11.693 -2.521 11.015
H -8.029 -3.716 11.443
H -9.136 -2.444 11.984
H -8.585 -2.509 10.280
H -7.916 -5.129 12.739
H -7.874 -6.062 11.279
H -7.556 -6.859 12.904
H -9.448 -6.293 14.655
H -9.382 -7.979 14.013
H -10.933 -7.153 14.198
H -9.880 -7.342 10.500
H -11.077 -7.892 11.663
H -9.345 -8.435 11.783
N -13.259 -7.796 13.245
C -13.333 -8.881 13.753
N -13.526 -9.793 14.632
C -14.285 -9.426 15.907
C -13.327 -9.497 17.125
C -12.690 -10.904 17.286
C -12.912 -11.750 16.029
C -12.721 -11.072 14.680
H -15.095 -10.140 15.905
H -14.704 -8.425 15.835
H -13.906 -9.155 17.982
H -12.582 -8.733 17.090
H -13.196 -11.406 18.172
H -11.638 -10.798 17.543
H -13.872 -12.233 16.063
H -12.191 -12.558 15.991
H -13.120 -11.697 13.865
H -11.658 -10.848 14.469
```

Its HOMO energy (spin up / spin down) is -10.1201 / -10.1748 eV. Its total charge is +1. Its orbital gap (spin up / spin down) is 5.614 / 5.788 eV. The value obtained for the LUMO energy (spin up / spin down) is -4.5057 / -4.3872 eV.

x) C35H50AlN7P | wB97M-V/def2-TZVPD

```
94
Properties=species:S:1:pos:R:3
Al 0.538 -0.282 0.014
C 2.702 -3.644 3.753
C 3.404 -3.880 2.595
C 3.370 -2.970 1.527
C 2.652 -1.749 1.672
C 2.023 -1.459 2.879
C 2.017 -2.379 3.890
N 2.287 -0.995 0.559
C 3.054 -0.993 -0.604
C 4.441 -0.891 -0.655
C 5.093 -0.643 -1.808
C 4.381 -0.493 -3.003
C 3.014 -0.717 -3.076
C 2.301 -0.970 -1.873
N 0.971 -0.932 -1.752
N 0.179 -0.820 -2.849
C -0.466 -1.951 -3.231
C -1.740 -1.672 -3.711
C -2.622 -2.733 -3.718
C -2.131 -4.036 -3.623
C -0.750 -4.196 -3.315
N 0.108 -3.217 -3.063
H 2.529 -4.384 4.474
H 3.963 -4.743 2.499
H 3.701 -3.228 0.555
H 1.503 -0.521 2.946
H 1.528 -2.047 4.822
H 4.914 -0.942 0.296
H 6.180 -0.426 -1.745
H 4.861 -0.324 -3.946
H 2.403 -0.642 -3.982
H -2.139 -0.634 -3.882
H -3.678 -2.516 -3.623
H -2.768 -4.892 -3.793
H -0.263 -5.197 -3.100
C -2.821 2.670 -0.516
C -1.729 3.164 0.452
C -2.138 4.671 0.743
C -1.915 2.271 1.667
P -0.058 2.959 -0.345
N 0.402 1.469 -0.227
C -0.148 3.288 -2.293
C 1.278 2.992 -2.845
C -0.967 2.232 -3.059
C -0.535 4.793 -2.674
C 1.244 4.078 0.558
C 1.204 5.566 0.158
C 0.994 3.985 2.047
C 2.616 3.471 0.358
H -3.706 2.485 0.131
H -2.511 1.740 -1.008
H -3.053 3.462 -1.183
H -3.229 4.743 0.831
H -1.868 5.238 -0.145
H -1.653 5.153 1.618
H -3.006 2.212 1.990
H -1.387 2.589 2.533
H -1.709 1.207 1.483
H 1.507 1.951 -2.675
H 2.022 3.578 -2.237
H 1.308 3.241 -3.951
H -0.533 1.195 -2.932
H -0.887 2.381 -4.142
H -2.049 2.159 -2.769
H 0.319 5.409 -2.588
H -1.382 5.264 -2.112
H -0.833 4.755 -3.727
H 0.204 6.022 0.206
H 1.653 5.651 -0.820
H 1.758 6.144 0.915
H 0.074 4.430 2.352
H 1.862 4.467 2.605
H 1.053 2.910 2.309
H 3.053 3.725 -0.586
H 2.620 2.374 0.500
H 3.273 3.862 1.118
N -0.724 -1.294 0.953
C -1.515 -2.006 1.451
N -2.143 -2.991 2.072
C -1.317 -4.121 2.597
C -1.999 -5.502 2.317
C -3.358 -5.494 3.031
C -3.965 -4.114 3.330
C -3.617 -3.012 2.332
H -1.249 -3.941 3.741
H -0.314 -4.104 2.188
H -1.345 -6.278 2.710
H -2.114 -5.639 1.213
H -3.248 -6.035 3.951
H -4.082 -6.089 2.504
H -3.721 -3.817 4.372
H -5.068 -4.084 3.356
H -3.988 -2.080 2.662
H -4.122 -3.236 1.351
```

Its HOMO energy (spin up / spin down) is -9.6950 / -9.9198 eV. Its total charge is +1. Its orbital gap (spin up / spin down) is 5.654 / 5.880 eV. The value obtained for the LUMO energy (spin up / spin down) is -4.0406 / -4.0402 eV.

Stability, lowest: x)

w) C5H10O2 | wB97M-V/def2-TZVPD

```
17
Properties=species:S:1:pos:R:3
C 1.133 1.099 2.248
C -1.155 0.390 -2.052
C -1.020 0.085 -0.722
O -1.779 -0.874 -0.176
C 0.124 0.573 -0.047
C 0.179 0.474 1.328
H 0.543 1.822 2.829
H 1.854 1.675 1.686
H 1.426 0.317 2.951
H -2.049 0.123 -2.612
H -0.382 0.936 -2.577
H -2.475 -0.496 0.363
H 0.828 1.171 -0.591
H -0.575 -0.168 1.759
H 1.787 -2.671 -1.171
H 0.335 -2.402 -1.558
O 1.228 -2.056 -1.658
```

Its HOMO energy (spin up / spin down) is -14.5420 / -14.9016 eV. Its spin multiplicity is 2. Its total charge is +1. Its orbital gap (spin up / spin down) is 9.735 / 7.239 eV. The value obtained for the LUMO energy (spin up / spin down) is -4.8068 / -7.6623 eV.

x) C5H10O2 | wB97M-V/def2-TZVPD

```
17
Properties=species:S:1:pos:R:3
C -0.642 1.150 -0.996
O 0.519 1.164 -1.838
C -1.052 -0.284 -0.639
C 0.122 -1.168 -0.108
C 1.049 -0.361 0.800
C 0.458 0.197 2.105
O -0.565 -0.312 2.464
H -1.440 1.722 -1.448
H -0.357 1.670 -0.057
H 0.373 0.439 -2.445
H -1.227 -0.694 -1.647
H -1.852 -0.195 0.097
H 0.658 -1.456 -1.013
H -0.326 -2.044 0.342
H 1.586 0.474 0.342
H 1.677 -1.153 1.247
H 1.018 0.851 2.793
```

Its HOMO energy (spin up / spin down) is -14.5080 / -14.4689 eV. Its spin multiplicity is 2. Its total charge is +1. Its orbital gap (spin up / spin down) is 8.563 / 4.846 eV. The value obtained for the LUMO energy (spin up / spin down) is -5.9447 / -9.6229 eV.

Stability, lowest: x)

w) C8H14N2O6 | wB97M-V/def2-TZVPD

```
30
Properties=species:S:1:pos:R:3
C 0.811 -0.194 1.100
C -0.464 0.583 0.839
C 1.787 0.103 -0.046
C 3.221 -0.108 0.375
C 4.116 0.166 -0.780
C -2.731 0.227 -0.034
C -3.523 -0.972 -0.565
C -3.041 1.568 -0.836
H 0.291 -2.047 1.983
H 0.627 -2.101 0.313
H 1.246 0.189 2.029
H 1.648 1.160 -0.396
H 1.628 -0.605 -0.913
H 3.492 0.570 1.199
H 3.529 -1.124 0.797
H 5.954 0.162 -1.160
H -0.932 -0.775 -0.507
H -3.037 0.342 0.972
H -4.146 1.494 -1.090
H -2.582 1.493 -1.856
H -2.103 2.506 0.546
H -3.451 -2.819 -0.763
N 0.819 -1.656 1.202
N -1.276 0.023 -0.099
O -0.703 1.693 1.364
O 3.756 0.444 -1.903
O 5.405 0.005 -0.379
O -4.607 -0.936 -1.056
O -2.793 2.763 -0.086
O -2.940 -2.153 -0.251
```

Its HOMO energy is -9.8219 eV. Its total charge is 0. Its orbital gap is 10.052 eV. The value obtained for the LUMO energy is 0.2303 eV.

x) C8H14N2O6 | wB97M-V/def2-TZVPD

```
30
Properties=species:S:1:pos:R:3
C -1.969 1.377 0.661
C -0.662 0.693 1.072
C -3.019 0.240 0.645
C -2.830 -0.750 -0.464
C 1.694 0.382 0.487
C 2.705 1.145 -0.299
C 1.677 -1.168 0.171
C 1.615 -1.468 -1.329
H -2.012 1.407 -1.440
H -2.628 2.710 -0.718
H -2.235 2.118 1.446
H -3.135 -0.175 1.654
H -3.985 0.743 0.450
H -1.553 -1.738 0.712
H 0.314 1.684 -0.380
H 1.997 0.430 1.500
H 0.792 -1.600 0.684
H 2.787 -2.611 0.537
H 2.614 -1.306 -1.802
H 0.783 -0.964 -1.772
H 1.263 -2.528 -1.413
H 3.898 -0.216 0.156
N -1.884 2.089 -0.665
N 0.370 0.960 0.307
O -0.607 -0.161 1.969
O -3.300 -0.680 -1.568
O -1.880 -1.754 -0.210
O 2.425 2.164 -0.876
O 2.816 -1.669 0.757
O 3.948 0.645 -0.274
```

Its HOMO energy is -10.1146 eV. Its total charge is 0. Its orbital gap is 10.530 eV. The value obtained for the LUMO energy is 0.4155 eV.

Stability, lowest: w)

w) CH2ClNO2S2 | wB97M-V/def2-TZVPD

```
9
Properties=species:S:1:pos:R:3
C -1.554 -0.287 -0.035
N 0.477 -0.844 -0.665
O 1.006 1.583 -0.290
O 0.078 0.291 1.462
S -1.998 -1.427 0.916
S 0.874 0.288 0.282
Cl -1.769 1.077 -0.811
H 0.695 -0.435 -1.555
H 2.191 -0.246 0.696
```

Its HOMO energy is -9.8575 eV. Its total charge is 0. Its orbital gap is 8.633 eV. The value obtained for the LUMO energy is -1.2245 eV.

x) CH2ClNO2S2 | wB97M-V/def2-TZVPD

```
9
Properties=species:S:1:pos:R:3
C 0.805 1.311 -0.120
N -0.054 0.370 -0.256
O 3.503 -0.164 -1.372
O 3.542 0.544 0.962
S 0.967 2.819 0.267
S 2.759 0.087 -0.164
Cl 1.882 -1.867 0.426
H -0.882 0.830 0.136
H 0.360 -0.568 -0.040
```

Its HOMO energy is -9.8470 eV. Its total charge is 0. Its orbital gap is 8.273 eV. The value obtained for the LUMO energy is -1.5742 eV.

Stability, lowest: w)